# 1
This record from the OMol25 dataset describes one molecule with the formula C3H7NS2. The level of theory is ωB97M-V/def2-TZVPD.

Structure (XYZ):
```
13
Properties=species:S:1:pos:R:3:forces:R:3:nbo_charge:R:1
C 0.037659 0.880060 2.241827 2.06 -0.80 0.10 -0.608
C -0.382297 -0.047378 1.115829 0.18 -1.49 0.47 -0.539
S -0.496294 0.457467 -0.593766 -0.08 0.94 0.02 0.255
C 0.388635 -0.837284 -1.345354 -0.10 0.80 -0.98 -0.091
N 0.569550 -0.896065 -2.605870 -0.26 -0.59 0.03 -0.568
S -0.225788 0.312116 -3.490354 -0.14 0.52 0.01 0.164
H -0.066925 0.293186 3.180883 0.19 0.37 -0.52 0.218
H -0.549760 1.751477 2.366399 -0.68 0.91 -0.16 0.215
H 1.121852 1.176540 2.133902 -1.13 -0.19 0.17 0.212
H -1.375090 -0.415987 1.373844 0.10 -0.36 0.00 0.214
H 0.342493 -0.907110 1.039856 -0.90 0.69 0.64 0.213
H 0.787951 -1.583242 -0.686047 0.40 -0.42 0.09 0.194
H -0.151986 -0.183778 -4.731149 0.35 -0.38 0.13 0.120
```
Positions in Å, forces in eV/Å.

Properties
- multiplicity = 1
- frontier orbital gap (Eh) = 0.34206
- highest occupied orbital energy (eV) = -8.5274

# 2
This record from the OMol25 dataset describes a 2-piece molecular cluster, C2H8S2 overall. The level of theory is ωB97M-V/def2-TZVPD.

Structure (XYZ):
```
12
Properties=species:S:1:pos:R:3:forces:R:3:nbo_charge:R:1
C 1.089998 -1.182940 -1.034369 0.13 -0.29 -0.13 -0.754
S 1.478820 -0.401141 0.539839 -0.23 0.40 0.23 0.180
C -0.066633 -0.621136 1.452336 -0.06 0.19 0.12 -0.742
H 1.248926 -0.530185 -1.889905 0.03 0.21 0.13 0.221
H 1.761832 -2.031842 -1.131228 -0.19 -0.19 -0.20 0.222
H 0.053660 -1.511896 -1.050745 0.02 -0.10 0.04 0.223
H 0.084021 -0.150239 2.422947 0.12 -0.13 0.06 0.234
H -0.317986 -1.669861 1.597550 0.06 -0.03 -0.01 0.214
H -0.916070 -0.099950 1.010482 0.08 -0.06 -0.24 0.203
S -1.918200 2.753474 -0.276691 -0.49 0.49 0.14 -0.298
H -1.065534 1.756588 -0.508028 0.38 0.17 -0.34 0.143
H -1.432836 3.689131 -1.132187 0.15 -0.66 0.20 0.153
```
Positions in Å, forces in eV/Å.

Properties
- multiplicity = 1
- frontier orbital gap (Eh) = 0.34653
- highest occupied orbital energy (eV) = -8.6041

# 3
This record from the OMol25 dataset describes C15H21ClF5IrO2P2 as an isolated structure. The level of theory is ωB97M-V/def2-TZVPD.

Structure (XYZ):
```
47
Properties=species:S:1:pos:R:3:forces:R:3:nbo_charge:R:1
C -0.603505 0.012537 -4.258042 1.52 1.43 0.36 -0.732
C -0.051542 0.297101 -2.780103 2.91 -1.30 4.94 0.628
H 0.238646 -0.712006 -4.676742 -2.08 1.60 0.25 0.308
H -0.670783 1.101010 -4.812394 0.39 -2.89 1.09 0.325
H -1.683828 -0.404513 -4.086071 2.45 0.63 -0.79 0.298
O 0.970194 0.383316 -1.941150 -4.91 -0.19 -6.34 -0.590
Cl -1.546839 -0.024080 -1.743531 -0.84 0.33 0.16 -0.128
Ir 0.544980 -0.156268 1.565222 -3.22 1.01 -5.82 0.634
P 0.008159 1.913259 0.296714 0.08 3.62 0.26 1.008
C 1.420679 3.114039 0.568683 -0.44 -1.00 0.37 -0.911
C -0.522295 2.711528 -1.289459 -0.44 -0.60 -0.71 -0.895
H -0.798066 3.745630 -1.002314 0.34 -0.58 -0.15 0.274
H -1.249821 3.795107 1.026972 -0.32 -0.74 0.47 0.275
H -1.412492 2.168323 -1.650753 0.51 1.06 0.10 0.261
H -2.269450 2.272161 0.941741 0.07 0.34 0.44 0.267
H 2.098553 3.009015 -0.287800 0.06 0.11 0.41 0.274
H 0.278719 2.685308 -2.048625 -0.43 0.25 0.54 0.268
C -1.325302 2.715939 1.288730 0.50 -0.49 0.08 -0.928
H 0.935936 4.111559 0.568301 0.50 -0.52 0.09 0.271
H -1.120675 2.539884 2.358379 -0.62 0.36 -0.52 0.209
H 1.899747 2.872958 1.532198 0.10 0.53 -0.52 0.236
P 0.181526 -2.039611 0.232014 -0.35 -3.82 -0.45 1.007
C 1.637778 -3.158183 0.563900 -0.25 0.74 0.23 -0.914
C -1.266284 -2.907578 0.972617 0.22 0.24 0.00 -0.927
H -1.170741 -2.263315 -1.770847 1.08 -0.60 0.09 0.275
H -0.005862 -3.640067 -1.525985 0.09 0.71 0.19 0.286
H 0.609013 -2.057189 -2.196661 -0.59 -0.55 0.47 0.267
C -0.124156 -2.532033 -1.506765 -0.08 0.28 -0.79 -0.918
H -2.185981 -2.497446 0.504947 0.44 -0.32 0.48 0.274
H -1.133326 -3.980640 0.704069 -0.30 0.66 0.32 0.283
H 1.253850 -4.190191 0.593635 0.22 0.35 0.07 0.280
H 2.114589 -2.866222 1.512708 0.01 -0.48 -0.41 0.243
H -1.246131 -2.759502 2.066323 -0.43 -0.38 -0.65 0.223
H 2.333067 -3.040325 -0.281466 -0.09 -0.04 0.39 0.279
C 2.338958 -0.022890 1.473054 12.56 0.75 -0.15 0.398
O 3.541332 0.031002 1.518338 -7.20 -0.32 -0.22 -0.292
F 0.451110 -2.576015 3.608602 -1.34 2.83 0.46 -0.218
C -0.052963 -1.360059 3.990939 1.16 -2.53 1.24 0.475
C 0.257942 -0.163782 3.364999 -0.46 0.26 1.45 -0.382
C 0.099105 1.043738 4.061390 1.08 1.09 0.67 0.529
F 0.674646 2.204315 3.730215 -0.99 -1.95 0.09 -0.212
C -0.604751 1.014393 5.264763 -2.14 1.15 4.27 0.401
F -0.856235 2.121399 5.935120 0.56 -0.79 -1.19 -0.179
C -1.115094 -0.161615 5.921011 0.74 0.40 -2.25 0.385
F -1.847668 -0.145014 6.993331 0.97 0.03 -1.03 -0.163
C -0.774349 -1.342670 5.207601 -1.68 -1.23 3.04 0.423
F -1.179290 -2.444607 5.787188 0.63 0.55 -1.01 -0.173
```
Positions in Å, forces in eV/Å.

Properties
- multiplicity = 6
- expectation value of S² = 8.7749
- frontier orbital gap (spin up / spin down) (Eh) = 0.26951 / 0.17725
- highest occupied orbital energy (spin up / spin down) (eV) = -18.2671 / -19.6132
- total charge = +3

# 4
This record from the OMol25 dataset describes a 9-piece molecular cluster, C44H115N9O13 overall. The level of theory is ωB97M-V/def2-TZVPD.

Structure (XYZ):
```
181
Properties=species:S:1:pos:R:3:forces:R:3:lowdin_charge:R:1
C 19.607251 -10.604082 -3.803968 -0.45 0.67 -0.09 -0.060
O 19.646376 -9.153243 -4.042333 0.34 -1.73 1.07 -0.189
C 18.950626 -8.703212 -5.172044 -0.81 0.07 -0.33 -0.213
C 19.021819 -7.181322 -5.289596 0.30 -0.80 3.37 -0.448
C 18.281554 -6.420808 -4.136943 1.05 0.23 -0.07 -0.016
N 18.582997 -6.701386 -6.525321 -0.37 -0.33 -1.49 0.081
H 20.048392 -10.873153 -2.844231 0.46 0.70 -0.02 0.056
H 20.095118 -11.224733 -4.555538 0.31 0.45 -0.35 0.079
H 18.602545 -11.014297 -3.702064 -0.54 0.49 -0.30 0.081
H 19.399678 -9.146386 -6.060896 -0.08 -0.15 -0.41 0.109
H 17.890280 -8.951627 -5.126612 -0.25 -0.48 -0.05 0.125
H 20.099355 -7.030719 -5.223731 0.31 0.53 0.79 0.100
H 18.627537 -6.596694 -3.118389 0.42 -0.47 -0.12 0.065
H 17.196154 -6.476530 -4.053862 -0.12 -0.33 -0.71 0.069
H 18.545563 -5.379303 -4.320443 -0.25 0.32 0.07 0.072
H 18.443476 -5.703079 -6.461893 -0.16 0.19 -0.27 0.042
H 19.392849 -6.875642 -7.103139 -0.30 0.37 -1.04 0.044
C 18.645924 -9.086298 -12.282865 0.70 1.34 -0.34 -0.130
O 17.773819 -8.626056 -11.259528 -0.01 -0.80 -0.05 -0.191
C 17.473614 -9.674613 -10.324185 0.79 -0.42 0.50 -0.197
C 16.512385 -9.204738 -9.212525 -1.61 0.68 -0.44 -0.396
C 16.176523 -10.189498 -8.070503 1.33 -0.40 -1.16 -0.058
N 15.257146 -8.875143 -9.958994 0.84 -0.72 0.18 0.030
H 19.638240 -9.389138 -11.948645 -0.04 -0.51 0.75 0.074
H 18.918921 -8.211213 -12.872602 -0.43 0.22 -0.14 0.084
H 18.301824 -9.831079 -13.000497 -0.68 -0.25 0.40 0.088
H 17.142771 -10.544223 -10.892018 -0.79 -0.07 0.06 0.124
H 18.420629 -10.025326 -9.914008 0.30 0.14 0.49 0.108
H 16.916066 -8.305210 -8.747769 0.40 0.17 -0.08 0.119
H 17.109736 -10.386740 -7.542965 0.07 -0.22 0.17 0.058
H 15.852750 -11.107321 -8.561290 -0.24 -0.18 0.35 0.074
H 15.462044 -9.872829 -7.310676 -0.14 0.39 -0.48 0.075
H 15.584662 -8.403587 -10.789943 -0.57 0.47 -0.09 0.051
H 14.603087 -8.318446 -9.427574 0.19 0.23 -0.05 0.065
C 22.814262 -13.219757 -3.283385 0.31 1.03 -0.02 -0.092
O 22.625439 -12.355309 -4.410705 -0.70 -0.33 -0.34 -0.191
C 23.775188 -11.628909 -4.761506 1.26 0.75 0.38 -0.201
C 23.635314 -10.409676 -5.742621 -0.68 -1.58 0.45 -0.406
C 23.303143 -10.978010 -7.087660 -1.42 -0.27 -0.71 -0.068
N 24.831898 -9.588234 -5.854056 0.12 -0.68 0.09 0.036
H 21.951208 -13.870133 -3.141137 -0.08 0.34 -0.22 0.074
H 22.974543 -12.553961 -2.435367 -0.25 -0.17 0.50 0.084
H 23.698621 -13.856464 -3.308086 0.22 -0.06 -0.61 0.085
H 24.303346 -11.285120 -3.872146 -0.13 0.30 0.42 0.118
H 24.477008 -12.328327 -5.215785 0.30 -0.13 -0.37 0.118
H 22.828765 -9.734808 -5.456011 -0.15 -0.11 0.46 0.132
H 23.858865 -11.888631 -7.311386 0.18 0.11 -0.12 0.087
H 23.398731 -10.243143 -7.886996 0.29 0.03 -0.07 0.066
H 22.243036 -11.231508 -7.090454 -0.14 -0.40 -0.10 0.081
H 25.520335 -10.143066 -6.342224 0.63 -0.44 0.25 0.087
H 24.529047 -9.023224 -6.634532 0.41 0.90 -0.18 0.027
C 25.288688 -7.291992 -8.962972 0.30 -0.05 0.61 -0.080
O 24.375204 -7.526260 -7.898572 -0.07 -0.06 -0.57 -0.238
C 23.820720 -6.324445 -7.420549 -2.18 0.12 0.68 -0.202
C 22.950952 -6.601835 -6.135181 1.52 1.34 0.18 -0.363
C 22.111826 -5.365598 -5.689542 0.36 -0.84 -0.23 -0.046
N 23.933938 -6.947284 -5.083274 -0.94 -0.23 0.15 0.058
H 24.918640 -6.506989 -9.622471 -0.01 -0.06 -0.18 0.088
H 25.496698 -8.211394 -9.510273 -0.40 -0.05 0.02 0.090
H 26.238065 -6.989153 -8.521294 0.20 0.32 -0.12 0.090
H 24.582979 -5.584451 -7.176647 0.31 -0.01 0.25 0.124
H 23.173666 -5.849561 -8.158045 -0.06 -0.12 -0.56 0.106
H 22.260368 -7.440803 -6.220810 0.15 -0.15 -0.46 0.114
H 21.684335 -5.588628 -4.711986 0.34 0.09 0.18 0.061
H 21.238714 -5.178470 -6.314654 0.23 0.09 -0.45 0.060
H 22.754550 -4.487530 -5.626287 -0.12 0.13 0.04 0.079
H 24.214633 -7.899852 -5.267494 0.27 -0.02 0.57 0.007
H 24.788014 -6.421256 -5.201370 0.02 0.33 0.00 0.076
C 16.257695 -3.460181 -2.493249 -0.83 0.22 0.88 -0.095
O 15.278641 -4.344877 -3.069187 0.29 0.12 -0.14 -0.208
C 14.414147 -5.018639 -2.129380 0.34 -0.61 -0.67 -0.167
C 13.691367 -6.210190 -2.781422 -0.02 -1.28 -0.20 -0.413
C 12.578103 -5.919724 -3.787991 0.48 0.60 0.08 -0.064
N 13.075146 -7.084905 -1.714795 0.41 0.74 -0.28 0.034
H 16.907938 -3.904989 -1.739970 -0.10 -0.65 0.02 0.078
H 15.747641 -2.648383 -1.974659 -0.23 0.17 0.12 0.082
H 16.924825 -2.955204 -3.191845 -0.40 -0.57 -0.71 0.074
H 15.064872 -5.475582 -1.383820 -0.16 0.31 0.57 0.100
H 13.636578 -4.378893 -1.712002 0.28 0.45 0.29 0.129
H 14.457631 -6.790128 -3.295812 0.35 -0.01 -0.16 0.121
H 12.914785 -5.612414 -4.778093 0.41 0.19 0.11 0.069
H 12.002904 -5.093621 -3.369892 -0.57 -0.24 -0.14 0.077
H 11.994604 -6.821775 -3.972150 -0.25 0.14 0.35 0.070
H 13.759788 -7.325527 -1.012315 0.48 0.44 0.49 0.006
H 12.947129 -8.011928 -2.094720 -0.48 -0.05 -0.63 0.061
C 17.677868 -5.875345 1.722137 -0.73 -0.90 0.33 -0.089
O 17.368685 -5.922422 0.336349 -0.19 2.30 1.06 -0.180
C 17.218766 -7.133936 -0.298179 0.43 -1.22 -0.31 -0.235
C 16.440913 -8.256875 0.405488 0.69 1.21 -0.51 -0.204
N 14.996011 -8.065525 0.551773 0.43 -1.24 0.32 -0.052
C 14.513484 -9.201112 1.364240 -1.36 0.84 -0.16 -0.187
C 12.952400 -9.093687 1.531353 1.10 -0.57 1.58 -0.166
O 12.707109 -8.171612 2.621864 -0.17 -0.26 0.15 -0.215
C 11.550275 -8.373987 3.466596 0.37 0.71 -0.82 -0.093
H 18.507870 -6.504876 2.042871 0.42 -0.06 -0.43 0.083
H 16.831346 -6.245686 2.300362 -0.31 -0.14 0.11 0.076
H 17.837667 -4.871349 2.115261 0.13 0.18 -0.82 0.089
H 18.224028 -7.500854 -0.505367 0.31 -0.60 0.13 0.107
H 16.842575 -6.932519 -1.301185 -0.50 0.15 0.07 0.109
H 16.947097 -8.452237 1.350845 0.00 -0.16 0.35 0.105
H 16.666138 -9.114799 -0.228032 -0.44 -0.31 0.01 0.122
H 14.772494 -7.300882 1.172615 0.37 0.76 -0.21 0.112
H 14.970262 -9.137989 2.351898 -0.16 -0.08 0.41 0.116
H 14.871870 -10.154384 0.975729 -0.47 0.02 -0.52 0.095
H 12.630078 -10.078197 1.870378 -0.35 -0.20 -0.20 0.107
H 12.439441 -8.802382 0.614775 0.06 0.12 -0.01 0.110
H 11.394248 -9.393512 3.819195 0.23 -0.22 -0.29 0.080
H 10.658105 -7.996178 2.967195 -0.20 -0.31 -0.22 0.080
H 11.651657 -7.732335 4.341876 0.43 -0.05 -0.04 0.080
C 17.528974 -11.906670 1.405982 0.97 0.83 -0.64 -0.029
O 18.575777 -10.913210 1.681922 -2.14 -0.34 0.32 -0.204
C 19.742180 -11.404950 2.276878 0.89 0.31 -0.66 -0.225
C 20.813521 -10.295093 2.352104 0.03 -0.88 0.17 -0.204
N 21.488403 -10.023795 1.101780 -1.58 -0.89 -0.25 -0.046
C 20.584494 -9.374067 0.137756 2.78 1.47 -0.97 -0.200
C 21.385428 -9.065097 -1.126492 -0.47 0.98 -0.35 -0.210
O 22.234373 -7.882288 -0.968105 -1.13 -1.28 0.11 -0.194
C 22.786996 -7.425627 -2.199403 0.50 0.06 0.67 -0.121
H 16.559945 -11.412445 1.336563 0.21 0.26 0.35 0.062
H 17.449533 -12.740167 2.103896 0.23 0.23 0.36 0.076
H 17.721877 -12.306362 0.410418 0.00 -0.25 0.14 0.061
H 20.113702 -12.196728 1.626364 0.42 -0.27 0.17 0.093
H 19.597459 -11.820795 3.273989 -0.34 -0.02 0.19 0.101
H 21.586368 -10.681368 3.016629 -0.07 0.08 0.35 0.117
H 20.400788 -9.374908 2.765632 -0.37 0.07 0.38 0.116
H 22.306056 -9.472476 1.319940 -0.07 0.36 -0.54 0.112
H 20.367170 -8.343755 0.419418 -0.82 0.11 0.70 0.112
H 19.679620 -9.886286 -0.189263 0.26 -0.42 0.73 0.108
H 20.611083 -8.820041 -1.853429 0.22 0.10 -0.51 0.089
H 21.920488 -9.951061 -1.468365 0.45 0.03 -0.07 0.116
H 22.981466 -6.357671 -2.100679 -0.13 0.06 0.05 0.080
H 22.152564 -7.570384 -3.073844 -0.09 -0.27 0.11 0.062
H 23.765010 -7.893127 -2.313486 -0.03 -0.19 -0.53 0.076
C 17.408998 -13.026135 5.292568 -0.27 -0.85 1.41 -0.100
O 17.347172 -14.335740 4.735920 -0.94 1.42 -1.23 -0.184
C 18.564474 -14.990673 4.848105 0.58 -0.86 -0.33 -0.250
C 18.823777 -15.905704 3.638429 0.68 1.20 1.07 -0.196
N 19.250231 -15.073906 2.542928 0.26 -0.34 -0.50 -0.052
C 19.846160 -15.767433 1.417837 -0.02 -0.33 -0.15 -0.211
C 20.326141 -14.786910 0.372639 0.11 -0.69 -0.46 -0.220
O 19.213003 -14.295289 -0.345641 -0.64 0.62 0.98 -0.181
C 19.431656 -13.147844 -1.126130 0.33 -0.13 0.06 -0.117
H 17.617299 -13.220564 6.344663 -0.01 0.53 0.48 0.085
H 16.444520 -12.520364 5.247169 0.04 -0.23 -0.38 0.091
H 18.212754 -12.369510 4.959516 0.05 -0.20 -0.66 0.069
H 18.560766 -15.574055 5.768840 0.21 -0.12 0.26 0.121
H 19.360516 -14.246268 4.864405 0.34 -0.12 0.16 0.114
H 17.990207 -16.599102 3.526889 -0.28 0.00 -0.50 0.120
H 19.717302 -16.478149 3.887474 -0.05 -0.42 0.21 0.117
H 18.684663 -14.267092 2.320916 -0.26 -0.48 -0.18 0.082
H 19.258130 -16.569756 0.972175 -0.92 0.24 -0.36 0.117
H 20.672781 -16.391592 1.757270 0.62 0.45 0.39 0.116
H 20.944418 -15.238650 -0.403094 0.52 -0.46 0.26 0.122
H 20.943535 -14.072105 0.916676 -0.21 0.72 -0.25 0.118
H 20.242889 -13.340882 -1.828083 -0.21 0.01 -0.57 0.068
H 19.755592 -12.263271 -0.577776 0.02 0.04 0.52 0.068
H 18.468943 -12.907005 -1.576998 0.26 -0.10 -0.42 0.096
C 16.371411 -3.702868 -6.111434 0.36 0.01 0.01 -0.084
O 17.425597 -4.042525 -7.013408 0.31 -0.13 0.00 -0.228
C 17.490855 -3.218924 -8.191217 -2.02 0.52 1.61 -0.227
C 18.784560 -3.246909 -8.884528 -0.59 -0.59 -0.05 -0.237
N 18.988518 -4.588966 -9.364260 -0.13 0.25 -0.56 -0.044
C 20.312667 -4.744586 -9.902060 0.16 -1.56 1.41 -0.199
C 20.745495 -6.229925 -9.975493 0.40 0.22 0.13 -0.164
O 20.768225 -6.900369 -8.663882 -0.03 -0.11 -1.16 -0.230
C 21.183918 -8.296652 -8.797143 -0.72 1.21 -1.03 -0.059
H 16.593649 -2.738130 -5.655381 -0.28 0.39 -0.21 0.085
H 16.301841 -4.385125 -5.264211 0.43 -0.41 -0.32 0.058
H 15.387359 -3.728864 -6.579476 -0.01 0.27 -0.27 0.094
H 17.293597 -2.198259 -7.863416 -0.14 0.32 -0.07 0.119
H 16.678010 -3.533171 -8.845920 -0.06 0.02 -0.26 0.131
H 19.533876 -2.849623 -8.199852 0.60 -0.09 0.03 0.125
H 18.653063 -2.553027 -9.714794 0.35 0.09 -0.22 0.129
H 18.757154 -5.250191 -8.636684 0.25 -0.20 0.03 0.089
H 20.982802 -4.261966 -9.190652 0.73 0.22 -0.11 0.104
H 20.392009 -4.240881 -10.865427 0.11 -0.24 -0.16 0.124
H 21.743620 -6.230397 -10.413482 0.51 -0.05 0.27 0.109
H 20.174902 -6.778911 -10.724592 -0.67 -0.25 0.38 0.107
H 20.908203 -8.910308 -7.939526 0.29 0.55 0.39 0.076
H 22.242746 -8.315830 -9.055235 0.08 -0.25 0.32 0.077
H 20.610774 -8.722793 -9.620552 0.02 -0.14 -0.26 0.068
```
Positions in Å, forces in eV/Å.

Properties
- multiplicity = 1
- frontier orbital gap (Eh) = 0.33595
- highest occupied orbital energy (eV) = -8.5731